# 1
# C38H43IrN3P2Si2

A structure of composition C38H43IrN3P2Si2 at a distorted geometry (wB97M-V/def2-TZVPD, the OMol25 dataset).

Results
DFT total energy, a.u.: -3003.98802
Charge: +1
Highest occupied orbital energy (spin up / spin down), eV: -10.140 / -10.139

Atoms and positions in Å:
Ir (-0.425, -0.292, 1.021)
C (-3.479, -1.694, -1.697)
Si (-2.175, -2.579, -0.707)
C (-2.748, -2.892, 1.043)
C (-1.751, -4.170, -1.575)
N (-0.764, -1.550, -0.580)
P (0.798, -1.547, -1.017)
C (1.307, -0.061, -0.309)
P (0.557, 1.376, -0.903)
N (-0.929, 1.262, -0.257)
Si (-2.083, 2.470, 0.295)
C (-2.041, 2.497, 2.165)
C (-3.776, 1.951, -0.264)
C (-1.657, 4.149, -0.374)
C (1.516, 2.772, -0.266)
C (1.676, 3.945, -1.001)
C (2.351, 5.027, -0.449)
C (2.865, 4.938, 0.836)
C (2.715, 3.766, 1.570)
C (2.045, 2.685, 1.021)
C (0.535, 1.590, -2.686)
C (-0.670, 1.752, -3.361)
C (-0.674, 1.864, -4.745)
C (0.519, 1.795, -5.449)
C (1.726, 1.627, -4.776)
C (1.737, 1.528, -3.394)
C (1.681, -2.875, -0.158)
C (2.252, -2.622, 1.088)
C (2.726, -3.672, 1.863)
C (2.639, -4.977, 1.396)
C (2.096, -5.233, 0.144)
C (1.613, -4.187, -0.629)
C (1.036, -1.833, -2.771)
C (2.249, -2.328, -3.254)
C (2.417, -2.527, -4.617)
C (1.383, -2.223, -5.493)
C (0.179, -1.721, -5.014)
C (0.003, -1.524, -3.654)
H (-4.446, -2.192, -1.572)
H (-3.233, -1.719, -2.762)
H (-3.588, -0.651, -1.396)
H (-3.756, -3.314, 1.088)
H (-2.753, -1.960, 1.616)
H (-2.065, -3.589, 1.539)
H (-2.675, -4.642, -1.922)
H (-1.235, -4.871, -0.915)
H (-1.121, -3.992, -2.451)
H (-2.308, 1.515, 2.566)
H (-2.747, 3.224, 2.575)
H (-1.038, 2.755, 2.522)
H (-3.948, 0.893, -0.055)
H (-3.930, 2.119, -1.333)
H (-4.538, 2.525, 0.274)
H (-0.756, 4.552, 0.092)
H (-2.484, 4.835, -0.172)
H (-1.500, 4.130, -1.457)
H (1.280, 4.011, -2.007)
H (2.473, 5.938, -1.020)
H (3.393, 5.781, 1.265)
H (3.134, 3.699, 2.566)
H (1.948, 1.756, 1.572)
H (-1.596, 1.783, -2.797)
H (-1.608, 2.007, -5.275)
H (0.512, 1.872, -6.529)
H (2.654, 1.585, -5.331)
H (2.674, 1.402, -2.861)
H (2.344, -1.596, 1.425)
H (3.168, -3.471, 2.831)
H (3.003, -5.796, 2.004)
H (2.042, -6.248, -0.227)
H (1.185, -4.389, -1.604)
H (3.053, -2.556, -2.564)
H (3.349, -2.928, -4.995)
H (1.517, -2.377, -6.557)
H (-0.621, -1.483, -5.704)
H (-0.929, -1.135, -3.265)
N (-0.384, -0.486, 3.076)
C (-0.290, -0.395, 4.218)
C (-0.179, -0.285, 5.635)
C (-1.293, -0.545, 6.436)
C (-1.178, -0.415, 7.806)
C (0.034, -0.031, 8.368)
C (1.140, 0.227, 7.566)
C (1.041, 0.102, 6.195)
H (-2.229, -0.843, 5.982)
H (-2.034, -0.610, 8.438)
H (0.116, 0.073, 9.442)
H (2.077, 0.529, 8.013)
H (1.891, 0.299, 5.553)

# 2
# C38H43N3O4

A cluster of 2 separate species, C38H43N3O4 in total at a distorted geometry (wB97M-V/def2-TZVPD, the OMol25 dataset).

Results
DFT total energy, a.u.: -1938.82503
Charge: 0
Highest occupied orbital energy, eV: -4.272
Relative energy (zero: lowest compared OMol25 entry of this formula, charge and spin), kJ/mol: 189.1

Atoms and positions in Å:
C (2.802, -5.845, 0.700)
O (2.367, -4.915, 1.729)
C (1.390, -4.021, 1.427)
C (1.130, -2.982, 2.357)
C (0.488, -1.839, 1.938)
C (0.023, -1.722, 0.607)
C (-0.588, -0.517, 0.089)
C (-1.218, 0.491, 0.787)
C (-2.632, 0.789, 0.398)
N (-3.492, -0.453, 0.364)
C (-3.392, -1.405, 1.328)
C (-4.260, -2.476, 1.377)
C (-5.371, -2.508, 0.492)
N (-6.438, -3.320, 0.688)
C (-7.698, -3.184, -0.020)
C (-6.477, -4.333, 1.720)
C (-5.361, -1.580, -0.586)
C (-4.454, -0.549, -0.584)
C (-0.452, 1.486, 1.574)
C (-0.979, 2.887, 1.459)
O (0.571, 1.215, 2.219)
C (0.061, -2.875, -0.215)
C (0.702, -4.028, 0.188)
H (3.592, -6.416, 1.187)
H (1.972, -6.500, 0.407)
H (3.200, -5.325, -0.186)
H (1.510, -3.089, 3.371)
H (0.334, -1.004, 2.622)
H (-0.871, -0.588, -0.964)
H (-3.103, 1.501, 1.088)
H (-2.674, 1.213, -0.617)
H (-2.577, -1.296, 2.047)
H (-4.101, -3.214, 2.160)
H (-7.707, -2.362, -0.738)
H (-7.897, -4.124, -0.548)
H (-8.511, -3.027, 0.701)
H (-5.486, -4.707, 1.987)
H (-6.967, -3.966, 2.633)
H (-7.069, -5.172, 1.341)
H (-6.075, -1.614, -1.405)
H (-4.439, 0.226, -1.353)
H (-1.949, 2.993, 1.955)
H (-0.281, 3.594, 1.908)
H (-1.105, 3.116, 0.392)
H (-0.468, -2.846, -1.169)
H (0.723, -4.899, -0.469)
C (2.157, -2.335, -3.042)
C (3.076, -1.264, -2.479)
C (3.388, -1.541, -1.013)
C (4.339, -1.167, -3.321)
O (2.483, 0.099, -2.619)
C (1.245, 0.357, -2.095)
C (1.299, 1.142, -0.828)
N (1.160, 2.418, -0.946)
C (1.717, 3.471, -0.379)
C (1.186, 4.792, -0.740)
C (1.788, 6.015, -0.357)
C (1.199, 7.232, -0.706)
C (0.014, 7.257, -1.449)
C (-0.555, 6.057, -1.889)
C (0.040, 4.842, -1.556)
C (2.829, 3.312, 0.571)
C (2.780, 3.984, 1.804)
C (3.791, 3.800, 2.747)
C (4.922, 3.039, 2.421)
C (5.008, 2.415, 1.169)
C (3.959, 2.534, 0.252)
O (0.200, 0.093, -2.661)
H (1.899, -2.119, -4.086)
H (2.681, -3.301, -3.015)
H (1.227, -2.456, -2.469)
H (4.149, -0.830, -0.661)
H (2.490, -1.461, -0.378)
H (3.785, -2.563, -0.902)
H (4.988, -0.377, -2.922)
H (4.885, -2.117, -3.296)
H (4.087, -0.921, -4.362)
H (1.610, 0.653, 0.102)
H (2.724, 6.008, 0.203)
H (1.666, 8.172, -0.408)
H (-0.459, 8.206, -1.702)
H (-1.460, 6.061, -2.496)
H (-0.373, 3.908, -1.931)
H (1.927, 4.632, 2.020)
H (3.696, 4.262, 3.732)
H (5.741, 2.943, 3.141)
H (5.903, 1.848, 0.900)
H (4.038, 2.087, -0.741)

# 3
# C38H44As2N4O2P2SSm

A structure of composition C38H44As2N4O2P2SSm at a distorted geometry (wB97M-V/def2-TZVPD, the OMol25 dataset).

Results
Spin multiplicity: 6
DFT total energy, a.u.: -8053.57600
Charge: +3
Highest occupied orbital energy (spin up / spin down), eV: -15.827 / -15.828
Relative energy (zero: lowest compared OMol25 entry of this formula, charge and spin), kJ/mol: 41.8

Atoms and positions in Å:
Sm (1.390, -0.025, 0.522)
C (3.743, 3.455, 4.527)
C (3.366, 2.048, 4.602)
N (3.388, 1.256, 5.619)
N (2.891, 0.083, 5.129)
C (2.640, 0.068, 3.811)
S (2.016, -1.257, 3.017)
N (2.837, 1.379, 3.456)
N (2.805, 1.807, 2.144)
H (3.932, 3.826, 3.489)
H (4.756, 3.627, 4.974)
H (3.034, 4.140, 5.008)
H (2.871, -0.771, 5.655)
H (3.764, 2.049, 1.858)
H (2.248, 2.710, 2.109)
O (-0.088, 1.639, 0.666)
P (-1.501, 1.993, 0.190)
C (-2.238, 0.649, -0.797)
P (-1.950, -0.954, -0.089)
O (-0.424, -1.100, -0.043)
C (-2.574, -2.229, -1.084)
C (-2.349, -2.303, -2.438)
C (-2.703, -3.421, -3.191)
C (-3.351, -4.503, -2.487)
C (-3.598, -4.342, -1.091)
C (-3.173, -3.232, -0.408)
C (-2.687, -0.998, 1.505)
C (-4.077, -0.823, 1.602)
C (-4.636, -0.692, 2.858)
C (-3.873, -0.694, 3.979)
C (-2.485, -0.827, 3.885)
C (-1.867, -0.955, 2.634)
C (-2.664, 2.473, 1.453)
C (-2.054, 2.971, 2.608)
C (-2.835, 3.381, 3.659)
C (-4.183, 3.446, 3.579)
C (-4.766, 2.948, 2.411)
C (-4.042, 2.457, 1.373)
C (-1.251, 3.340, -0.974)
C (-0.184, 3.149, -1.935)
C (-0.145, 4.016, -3.006)
C (-1.069, 5.007, -3.269)
C (-2.107, 5.154, -2.324)
C (-2.193, 4.391, -1.112)
H (-1.811, 0.701, -1.812)
H (-3.256, 1.010, -0.889)
H (-1.794, -1.446, -2.823)
H (-2.603, -3.480, -4.257)
H (-3.617, -5.384, -2.992)
H (-4.246, -5.076, -0.645)
H (-3.450, -3.255, 0.707)
H (-4.629, -0.963, 0.708)
H (-5.713, -0.664, 3.024)
H (-4.334, -0.427, 4.944)
H (-1.767, -0.840, 4.681)
H (-0.857, -1.104, 2.541)
H (-0.978, 2.894, 2.603)
H (-2.291, 3.705, 4.583)
H (-4.792, 3.902, 4.374)
H (-5.884, 2.855, 2.311)
H (-4.523, 1.928, 0.544)
H (0.500, 2.262, -1.895)
H (0.716, 3.886, -3.651)
H (-0.980, 5.651, -4.224)
H (-2.890, 5.941, -2.422)
H (-2.972, 4.544, -0.397)
C (3.591, 1.359, -3.235)
As (2.483, -0.032, -2.442)
C (1.126, -0.195, -3.857)
C (3.610, -1.686, -2.836)
C (4.305, -1.678, -4.047)
C (5.021, -2.793, -4.552)
C (5.173, -3.891, -3.669)
C (4.388, -3.894, -2.471)
C (3.640, -2.800, -2.071)
As (2.611, -2.822, -0.395)
C (3.358, -4.213, 0.694)
C (1.065, -3.832, -1.032)
H (3.633, 1.248, -4.334)
H (4.607, 1.140, -2.936)
H (3.285, 2.365, -3.049)
H (1.534, 0.178, -4.738)
H (0.157, 0.347, -3.667)
H (0.825, -1.262, -4.057)
H (4.206, -0.835, -4.686)
H (5.620, -2.747, -5.512)
H (5.767, -4.748, -3.824)
H (4.448, -4.796, -1.870)
H (3.268, -5.179, 0.276)
H (3.039, -4.118, 1.744)
H (4.388, -3.997, 0.774)
H (1.450, -4.734, -1.449)
H (0.483, -3.224, -1.754)
H (0.480, -4.136, -0.092)